[1]
DFT (wB97M-V/def2-TZVPD) results for a 13-piece molecular cluster, C45H122N6O13 overall in a non-equilibrium geometry.

The relative energy (zero: lowest compared OMol25 entry of this formula, charge and spin) comes out at 284.2 kJ/mol.

Cartesian coordinates (Å):
C 4.584 2.036 1.574
C 5.564 0.909 1.933
C 7.038 1.364 2.057
O 5.077 0.290 3.138
H 4.933 2.792 0.876
H 4.374 2.507 2.573
H 3.720 1.609 1.198
H 5.542 0.154 1.115
H 7.640 0.426 2.287
H 7.169 2.182 2.806
H 7.413 1.736 1.139
H 5.383 0.755 3.933
C -5.455 -0.086 -1.836
C -4.293 -0.720 -1.140
C -4.322 -2.189 -1.309
O -3.062 -0.171 -1.638
H -6.401 -0.631 -1.726
H -5.259 -0.093 -2.868
H -5.639 0.924 -1.495
H -4.362 -0.402 -0.046
H -3.317 -2.629 -1.042
H -4.422 -2.488 -2.381
H -5.194 -2.634 -0.743
H -3.148 0.839 -1.412
C 4.389 -3.747 2.986
C 3.797 -3.115 1.697
C 2.810 -3.916 0.750
O 2.966 -1.908 1.939
H 3.762 -3.489 3.829
H 5.402 -3.339 3.051
H 4.409 -4.878 2.902
H 4.657 -2.788 1.089
H 3.181 -4.841 0.327
H 2.633 -3.256 -0.077
H 1.853 -4.085 1.231
H 3.395 -1.222 2.500
C -3.128 -2.590 3.107
C -2.604 -1.550 4.093
C -2.105 -2.281 5.302
O -1.602 -0.743 3.472
H -3.815 -2.212 2.326
H -3.720 -3.390 3.671
H -2.234 -3.051 2.720
H -3.380 -0.723 4.378
H -1.236 -2.958 4.990
H -2.966 -2.895 5.767
H -1.735 -1.601 6.050
H -0.901 -1.294 3.106
C -0.297 -4.078 -3.550
C 0.382 -4.542 -4.769
C -0.198 -5.753 -5.400
O 0.312 -3.514 -5.842
H -1.355 -3.787 -3.720
H 0.290 -3.228 -3.114
H -0.237 -4.760 -2.726
H 1.426 -4.624 -4.480
H 0.211 -6.116 -6.339
H -1.274 -5.534 -5.475
H -0.169 -6.639 -4.674
H -0.248 -2.781 -5.547
C 3.832 -2.213 -2.575
C 4.623 -2.212 -3.922
C 4.171 -3.342 -4.698
O 4.638 -0.942 -4.510
H 4.044 -1.329 -1.956
H 4.161 -3.141 -2.037
H 2.798 -2.308 -2.763
H 5.693 -2.367 -3.671
H 4.218 -4.330 -4.133
H 4.806 -3.473 -5.587
H 3.137 -3.261 -4.966
H 3.757 -0.824 -4.918
C -0.106 0.320 0.046
C -0.437 -1.151 0.392
C -0.147 -2.069 -0.775
O 0.227 -1.498 1.602
H -0.586 0.667 -0.854
H 0.910 0.292 -0.299
H -0.265 1.047 0.791
H -1.499 -1.116 0.571
H -0.728 -1.662 -1.602
H -0.481 -3.100 -0.457
H 0.908 -2.128 -1.133
H 1.192 -1.598 1.489
C -3.725 3.752 3.801
C -3.542 2.258 3.528
C -4.845 1.610 3.352
O -5.639 1.829 4.554
C -7.018 1.976 4.367
N -2.588 1.931 2.459
H -3.958 4.387 2.977
H -2.719 4.119 4.192
H -4.406 3.842 4.607
H -3.204 1.826 4.437
H -4.677 0.517 3.200
H -5.379 2.062 2.461
H -7.254 2.307 3.334
H -7.432 2.587 5.166
H -7.587 0.996 4.425
H -2.297 0.987 2.614
H -1.768 2.443 2.712
C -2.590 3.417 -2.687
C -2.297 3.353 -1.236
C -2.566 4.647 -0.507
O -3.929 4.865 -0.361
C -4.227 6.056 0.199
N -3.025 2.324 -0.593
H -3.432 4.089 -2.865
H -2.830 2.322 -3.004
H -1.652 3.760 -3.162
H -1.187 3.182 -1.142
H -2.181 5.474 -1.174
H -2.074 4.781 0.495
H -5.303 6.183 0.192
H -3.729 6.871 -0.301
H -3.793 6.094 1.178
H -3.945 2.771 -0.505
H -2.698 2.195 0.383
C 1.586 -6.299 3.802
C 0.109 -6.120 3.509
C -0.502 -7.037 2.389
O 0.199 -6.890 1.117
C -0.339 -5.721 0.466
N -0.768 -6.488 4.647
H 2.033 -6.029 2.857
H 1.991 -7.283 4.117
H 1.855 -5.569 4.564
H -0.104 -5.094 3.266
H -1.586 -6.824 2.315
H -0.482 -8.116 2.624
H -0.373 -4.862 1.105
H -1.336 -5.892 0.041
H 0.340 -5.563 -0.366
H -0.416 -7.275 5.169
H -0.841 -5.772 5.348
C 1.935 1.549 -3.764
C 1.314 0.223 -4.249
C -0.198 0.302 -4.330
O -0.755 -0.955 -4.800
C -2.099 -0.929 -5.161
N 1.940 -0.236 -5.507
H 1.777 2.332 -4.484
H 3.044 1.320 -3.555
H 1.501 1.890 -2.832
H 1.437 -0.588 -3.560
H -0.699 1.081 -4.910
H -0.604 0.535 -3.345
H -2.463 -0.120 -5.829
H -2.713 -0.848 -4.265
H -2.322 -1.908 -5.713
H 1.853 0.407 -6.276
H 1.684 -1.138 -5.835
C 1.758 5.839 2.817
C 0.699 4.660 3.137
C 1.491 3.348 3.123
O 0.573 2.227 3.247
C 1.321 1.018 3.474
N 0.113 4.998 4.459
H 1.266 6.811 2.979
H 2.124 5.804 1.806
H 2.629 5.660 3.473
H -0.181 4.700 2.465
H 2.147 3.396 3.952
H 2.041 3.270 2.194
H 1.819 0.754 2.526
H 0.512 0.353 3.732
H 2.104 1.133 4.236
H -0.558 4.278 4.641
H 0.808 4.775 5.176
C 2.198 5.568 -5.030
C 1.203 5.301 -3.947
C 1.941 4.703 -2.673
O 0.972 4.156 -1.823
C 1.619 3.755 -0.558
N 0.477 6.534 -3.567
H 1.656 5.939 -5.888
H 2.763 4.663 -5.297
H 2.879 6.358 -4.597
H 0.416 4.613 -4.300
H 2.538 5.424 -2.139
H 2.683 3.943 -2.886
H 2.000 4.556 0.047
H 2.390 3.084 -0.876
H 0.877 3.259 0.028
H 1.132 7.296 -3.460
H -0.011 6.411 -2.718

Atomic partial charges in e from the Mulliken method, atoms 1 to 2: number 1, C, carries -0.480; number 2, C, carries 0.749

=====

[2]
DFT (wB97M-V/def2-TZVPD) results for a 17-piece molecular cluster, C45H132N8O21 overall in a non-equilibrium geometry.

Cartesian coordinates (Å):
C -4.038 -1.727 0.304
C -5.151 -2.556 0.989
O -4.652 -3.898 1.068
O -4.351 -0.325 0.281
H -3.917 -2.077 -0.754
H -3.090 -1.958 0.787
H -6.003 -2.569 0.355
H -5.359 -2.211 1.994
H -4.190 -3.955 1.883
H -3.800 0.059 -0.474
C 4.035 -3.719 3.056
C 3.141 -2.604 3.434
O 1.922 -2.836 2.823
O 3.567 -5.041 3.433
H 4.989 -3.724 3.546
H 4.313 -3.608 1.977
H 3.643 -1.675 3.181
H 2.972 -2.644 4.553
H 1.489 -2.041 2.413
H 2.623 -4.899 3.470
C -0.860 -4.815 1.674
C -1.639 -5.465 0.522
O -2.147 -4.529 -0.434
O -1.790 -4.024 2.399
H 0.020 -4.277 1.282
H -0.478 -5.597 2.324
H -2.449 -6.072 0.923
H -1.069 -6.196 -0.075
H -3.074 -4.350 -0.184
H -1.384 -3.640 3.193
C -0.197 3.029 0.913
C 0.223 2.634 2.313
O 1.256 1.645 2.354
O -0.959 4.223 0.940
H -0.768 2.165 0.479
H 0.718 3.193 0.312
H -0.667 2.266 2.811
H 0.584 3.556 2.785
H 2.033 2.029 1.873
H -1.828 4.098 1.453
C 2.003 -2.535 -2.039
C 1.286 -3.442 -3.031
C 2.193 -4.047 -3.999
O 2.874 -2.976 -4.657
C 3.902 -3.389 -5.535
N 0.535 -4.491 -2.396
H 2.795 -2.983 -1.405
H 1.237 -2.094 -1.349
H 2.399 -1.650 -2.594
H 0.660 -2.779 -3.630
H 1.652 -4.597 -4.783
H 2.895 -4.762 -3.542
H 3.557 -4.295 -6.070
H 4.787 -3.729 -4.983
H 4.101 -2.593 -6.261
H -0.366 -4.283 -2.012
H 1.084 -4.966 -1.695
C -5.956 -0.706 -3.179
C -5.885 -1.983 -4.048
C -4.646 -2.812 -3.774
O -3.475 -2.040 -3.878
C -2.313 -2.856 -3.792
N -7.171 -2.683 -3.926
H -4.926 -0.385 -2.940
H -6.410 -0.863 -2.228
H -6.493 0.119 -3.637
H -5.661 -1.670 -5.058
H -4.566 -3.633 -4.526
H -4.767 -3.374 -2.816
H -2.231 -3.343 -2.809
H -1.400 -2.274 -4.025
H -2.307 -3.594 -4.601
H -7.128 -3.576 -4.400
H -7.366 -2.907 -2.937
C 0.394 -8.086 -1.896
C 1.748 -7.834 -2.528
C 2.852 -7.523 -1.526
O 2.499 -6.304 -0.814
C 3.367 -6.056 0.283
N 2.171 -9.027 -3.299
H 0.491 -8.666 -0.935
H -0.370 -8.586 -2.501
H -0.097 -7.128 -1.679
H 1.690 -6.954 -3.208
H 3.750 -7.363 -2.109
H 2.898 -8.373 -0.857
H 3.211 -6.830 1.062
H 3.042 -5.110 0.673
H 4.421 -5.970 -0.017
H 1.586 -9.185 -4.127
H 2.295 -9.875 -2.754
C -2.190 5.968 3.569
C -2.472 4.491 3.815
C -3.312 4.210 4.992
O -4.663 4.627 4.778
C -5.591 4.338 5.830
N -3.026 3.891 2.513
H -1.335 6.033 2.879
H -2.031 6.591 4.426
H -3.075 6.371 3.096
H -1.546 3.995 4.062
H -2.881 4.737 5.834
H -3.261 3.126 5.229
H -6.597 4.619 5.489
H -5.239 4.855 6.707
H -5.657 3.335 6.165
H -3.993 4.230 2.331
H -3.189 2.893 2.689
C -0.643 1.493 -3.300
C -1.967 1.663 -2.658
C -3.140 1.540 -3.671
O -2.976 2.280 -4.823
C -3.089 3.661 -4.608
N -2.219 0.536 -1.670
H -0.767 0.757 -4.139
H 0.139 1.188 -2.636
H -0.342 2.382 -3.857
H -2.039 2.595 -2.159
H -4.143 1.860 -3.161
H -3.258 0.486 -3.928
H -3.928 3.974 -3.950
H -3.296 4.145 -5.582
H -2.146 3.969 -4.113
H -1.993 -0.360 -2.112
H -1.721 0.736 -0.812
C 5.445 6.868 -3.554
C 4.825 5.672 -2.795
C 3.279 5.643 -3.055
O 2.728 4.469 -2.467
C 1.292 4.529 -2.287
N 5.492 4.392 -3.153
H 6.505 6.753 -3.490
H 5.122 7.865 -3.248
H 5.156 6.734 -4.598
H 5.030 5.828 -1.703
H 3.109 5.551 -4.173
H 2.808 6.553 -2.735
H 0.971 3.558 -1.888
H 0.708 4.734 -3.190
H 1.050 5.246 -1.518
H 5.292 4.155 -4.117
H 5.148 3.666 -2.576
C 3.590 0.292 -0.046
C 3.323 1.618 -0.778
C 4.021 2.787 -0.083
O 3.278 3.088 1.118
C 3.540 4.415 1.599
N 3.773 1.566 -2.163
H 4.701 0.134 0.055
H 3.164 -0.603 -0.471
H 3.134 0.377 0.924
H 2.229 1.817 -0.709
H 4.015 3.660 -0.771
H 5.110 2.528 0.128
H 3.580 5.219 0.819
H 4.529 4.489 2.122
H 2.732 4.718 2.261
H 3.731 0.681 -2.674
H 3.218 2.203 -2.750
C 3.384 1.401 5.802
C 1.996 1.906 6.210
C 2.018 3.442 5.946
O 0.756 4.039 6.265
C 0.834 5.423 6.637
N 0.940 1.255 5.509
H 4.098 1.705 6.549
H 3.694 1.712 4.801
H 3.434 0.313 5.845
H 1.931 1.695 7.257
H 2.320 3.672 4.885
H 2.701 3.894 6.658
H 1.243 6.039 5.822
H 1.560 5.589 7.460
H -0.208 5.654 6.861
H 0.922 1.467 4.526
H 0.040 1.464 5.880
C -2.606 -0.218 3.269
O -2.752 0.916 2.330
H -3.349 -0.099 4.130
H -2.858 -1.151 2.733
H -1.579 -0.172 3.640
H -3.348 0.528 1.685
C 1.402 -0.421 -5.741
O 2.218 0.300 -4.821
H 0.977 0.245 -6.484
H 2.045 -1.096 -6.256
H 0.599 -0.966 -5.253
H 1.760 1.078 -4.511
C -2.694 5.931 -1.430
O -1.693 4.976 -1.574
H -3.672 5.540 -1.096
H -2.357 6.686 -0.662
H -2.857 6.516 -2.332
H -1.387 4.734 -0.712
C -0.401 -1.076 0.687
O 0.305 -0.902 1.936
H 0.006 -0.462 -0.140
H -0.404 -2.176 0.518
H -1.443 -0.757 0.809
H 0.622 0.027 1.992
C -0.194 -3.469 5.619
O -0.470 -2.764 4.404
H 0.730 -3.120 6.102
H -1.100 -3.327 6.191
H -0.069 -4.566 5.526
H 0.356 -2.626 3.885

Atomic partial charges in e from the Mulliken method, atoms 1 to 2: number 1, C, carries 2.716; number 2, C, carries -0.923

=====

Number 1: HOMO energy -9.045 eV, gap between HOMO and LUMO 9.4 eV. Number 2: HOMO energy -8.638 eV, gap between HOMO and LUMO 9.1 eV.